A cluster of 2 separate species, C5H14N2O in total. Source: OMol25; level of theory: ωB97M-V/def2-TZVPD.

Spin multiplicity ... 2
⟨S²⟩ ... 0.750
LUMO energy (alpha / beta) ... 0.1442 / 0.1400 Ha
Total charge ... -1
Highest occupied orbital energy (alpha / beta) ... 0.98 / -5.46 eV

Last column: Löwdin spin population.
Atoms and positions in Å:
1 C -1.64638 -1.23604 -1.02866  0.013
2 C -2.05264 0.15609 -0.49390  0.008
3 C -0.92112 0.94304 0.15820  0.060
4 C -0.53203 0.43898 1.54581  0.061
5 N 2.26626 0.50245 1.03102  0.137
6 C 1.54698 -0.64666 1.29927  0.154
7 N 0.30362 -0.74191 1.50240  0.003
8 H -0.86790 -1.67051 -0.39976  0.001
9 H -2.51951 -1.90178 -1.02349  0.001
10 H -1.34387 -1.18895 -2.07544  0.007
11 H -2.40015 0.73725 -1.35395  0.006
12 H -2.89159 0.07298 0.19610  0.001
13 H -1.31219 1.95557 0.32941  0.020
14 H -0.04537 1.01636 -0.49093  0.032
15 H -1.43785 0.13627 2.07528  0.003
16 H -0.06546 1.26596 2.10917  0.048
17 H 1.96439 1.35868 1.49606  0.114
18 H 3.27750 0.41564 1.04809  0.125
19 H 2.11634 -1.56227 1.26578  0.026
20 H 2.22812 0.09663 -1.60692  0.033
21 H 1.98890 0.21755 -3.13069  0.029
22 O 2.34397 -0.36533 -2.45284  0.117